1.
The molecule C5H10O2. Source: the Open Molecules 2025 dataset; level of theory: ωB97M-V with the def2-TZVPD basis set.

Results
Relative energy (zero: lowest compared OMol25 entry of this formula, charge and spin) in kcal/mol: 104.9
HOMO-LUMO gap in eV: 9.135
SMILES string: COC[C@H]1C[C@H]1O
2S+1: 1
E_LUMO in eV: 0.87
E_HOMO in Ha: -0.3039
Electronic energy in a.u.: -346.8582

Positions of all 17 atoms, in Å:
C1 2.339 -0.377 0.752
O1 0.974 -0.175 0.632
C2 0.520 -0.193 -0.672
C3 -0.894 0.129 -0.820
C4 -1.924 -0.616 -0.247
C5 -1.625 0.970 0.143
O2 -0.992 1.637 1.157
H1 2.690 -1.338 0.366
H2 2.593 -0.346 1.806
H3 2.909 0.408 0.247
H4 1.078 0.550 -1.251
H5 0.790 -1.167 -1.100
H6 -1.313 -0.020 -2.049
H7 -2.910 -0.823 -0.578
H8 -1.577 -1.331 0.474
H9 -2.501 1.523 -0.171
H10 -0.156 1.168 1.312

Atomic partial charges in e from the Mulliken method, atoms 1 to 8: -0.81 -0.39 -0.64 0.41 -0.87 -0.34 -0.57 0.30

---

2.
The molecule C5H10O2. Source: the Open Molecules 2025 dataset; level of theory: ωB97M-V with the def2-TZVPD basis set.

Results
Relative energy (zero: lowest compared OMol25 entry of this formula, charge and spin) in kcal/mol: 58.9
HOMO-LUMO gap in eV: 10.511
SMILES string: OC[C@H]1CCOC1
2S+1: 1
E_LUMO in eV: 0.93
E_HOMO in Ha: -0.3523
Electronic energy in a.u.: -346.9316

Positions of all 17 atoms, in Å:
O1 -0.520 1.152 1.600
C1 -0.417 1.550 0.249
C2 -0.536 0.302 -0.675
C3 0.791 -0.381 -0.991
C4 1.278 -0.870 0.363
O2 0.060 -1.137 1.119
C5 -1.182 -0.713 0.245
H1 -0.105 0.221 1.695
H2 -1.229 2.262 0.023
H3 0.528 2.090 0.079
H4 -1.087 0.498 -1.607
H5 0.590 -1.244 -1.635
H6 1.505 0.278 -1.487
H7 1.891 -1.779 0.292
H8 1.905 -0.102 0.852
H9 -1.469 -1.676 -0.132
H10 -2.065 -0.247 0.740

Atomic partial charges in e from the Mulliken method, atoms 1 to 8: -0.65 -0.60 0.07 -0.70 -0.45 -0.57 -0.59 0.50

---

3.
The molecule C5H10O2. Source: the Open Molecules 2025 dataset; level of theory: ωB97M-V with the def2-TZVPD basis set.

Results
Relative energy (zero: lowest compared OMol25 entry of this formula, charge and spin) in kcal/mol: 41.8
HOMO-LUMO gap in eV: 10.573
SMILES string: CCO[C@@H](C)C=O
2S+1: 1
E_LUMO in eV: 0.98
E_HOMO in Ha: -0.3527
Electronic energy in a.u.: -346.9587

Positions of all 17 atoms, in Å:
C1 2.413 -0.756 -0.289
C2 1.153 -0.713 0.582
O1 0.396 0.450 0.271
C3 -0.997 0.252 0.273
C4 -1.681 1.608 0.384
C5 -1.420 -0.417 -1.032
O2 -2.482 -0.967 -1.194
H1 3.329 -0.766 0.309
H2 2.425 -1.637 -0.937
H3 2.440 0.131 -0.926
H4 0.542 -1.612 0.419
H5 1.408 -0.692 1.651
H6 -1.314 -0.391 1.108
H7 -2.767 1.481 0.347
H8 -1.404 2.091 1.325
H9 -1.370 2.258 -0.440
H10 -0.670 -0.321 -1.850

Atomic partial charges in e from the Mulliken method, atoms 1 to 8: -1.08 -0.27 -0.40 0.45 -1.45 -0.02 -0.48 0.30

---

4.
A structure of composition C5H10O2. Source: the Open Molecules 2025 dataset; level of theory: ωB97M-V with the def2-TZVPD basis set.

Results
Relative energy (zero: lowest compared OMol25 entry of this formula, charge and spin) in kcal/mol: 148.4
HOMO-LUMO gap (alpha / beta) in eV: 8.217 / 8.346
2S+1: 1
E_LUMO (alpha / beta) in eV: 0.67 / 0.67
E_HOMO (alpha / beta) in Ha: -0.2774 / -0.2821
Electronic energy in a.u.: -346.7889

Positions of all 17 atoms, in Å:
C1 1.525 1.427 -0.541
O1 1.349 0.497 0.367
C2 0.530 -0.513 0.288
C3 0.152 -1.404 1.439
O2 -1.190 -1.478 0.911
C4 -0.913 -0.560 -0.178
C5 -1.744 0.710 -0.074
H1 1.885 -0.247 -1.796
H2 0.733 1.632 -1.253
H3 2.292 2.148 -0.292
H4 1.563 -0.893 -1.504
H5 0.187 -0.938 2.437
H6 0.623 -2.395 1.486
H7 -1.087 -1.052 -1.146
H8 -1.579 1.376 -0.930
H9 -2.804 0.433 -0.063
H10 -1.522 1.258 0.848

Atomic partial charges in e from the Mulliken method, atoms 1 to 8: -0.53 -0.25 0.09 -0.50 -0.43 0.55 -1.27 0.09

---

Which value of relative energy (zero: lowest compared OMol25 entry of this formula, charge and spin) does entry 1 give?
104.9 kcal/mol

---

Number 1 is which compound?
C5H10O2